Record 1
ORCA calculation (ωB97M-V/def2-TZVPD) on a cluster of 2 separate species, C2H9N2O in total in a non-equilibrium geometry.

Geometry (Å):
C  2.1389  0.9845  -0.1992
O  0.8573  0.9740  -0.6412
H  2.7461  0.0536  -0.4327
H  2.2804  1.1959  0.8887
H  2.8328  1.6479  -0.7879
N  -0.3521  -1.3852  0.2065
C  -1.6488  -0.7386  0.4959
N  -1.9886  0.3654  -0.3975
H  0.3042  -1.5197  0.9912
H  0.2729  -0.6849  -0.2338
H  -1.6549  -0.2610  1.4788
H  -2.3903  -1.6633  0.4185
H  -2.2792  0.1176  -1.3279
H  -1.1188  0.9138  -0.4591

Output
2S+1   1
Charge   -1
Energy relative to the best compared isomer or geometry (same formula, charge and spin)   20.12 kcal/mol
Lowest unoccupied orbital energy   4.6330 eV
HOMO   -2.8 eV

Record 2
ORCA calculation (ωB97M-V/def2-TZVPD) on a structure of composition C24H25NOPSSiV in a non-equilibrium geometry.

Geometry (Å):
V  -1.7189  -0.1208  2.2200
O  -2.2118  -1.7714  1.5005
C  -0.9584  -1.4316  1.1277
C  -0.2045  -2.2239  0.2096
C  -0.7806  -3.3467  -0.4160
C  -0.0536  -4.1192  -1.2990
C  1.2723  -3.8054  -1.5785
C  1.8590  -2.7051  -0.9642
C  1.1465  -1.9049  -0.0794
P  1.8793  -0.4961  0.8302
C  3.6102  -0.5557  0.1951
C  4.5237  -1.3047  0.9366
C  5.8438  -1.4324  0.5290
C  6.2779  -0.7922  -0.6235
C  5.3836  -0.0298  -1.3620
C  4.0603  0.0845  -0.9575
C  1.2822  0.9546  -0.1265
C  0.5839  0.8708  -1.3275
C  0.2205  2.0232  -2.0115
C  0.5555  3.2727  -1.5084
C  1.2425  3.3669  -0.3063
C  1.5924  2.2148  0.3821
H  -1.8103  -3.5845  -0.1835
H  -0.5174  -4.9769  -1.7727
H  1.8483  -4.4121  -2.2658
H  2.8934  -2.4732  -1.1841
H  4.1897  -1.7933  1.8455
H  6.5353  -2.0240  1.1164
H  7.3095  -0.8818  -0.9411
H  5.7155  0.4765  -2.2604
H  3.3704  0.6779  -1.5453
H  0.3135  -0.1005  -1.7233
H  -0.3322  1.9441  -2.9396
H  0.2645  4.1696  -2.0410
H  1.4882  4.3377  0.1058
H  2.1086  2.2908  1.3331
S  -0.8166  0.6625  6.8221
C  -1.0429  0.5148  5.2316
N  -1.1974  0.4198  4.0704
C  -3.5127  -0.0427  -1.2483
Si  -3.9290  1.1098  0.1760
C  -4.7655  2.6292  -0.5774
C  -5.2103  0.2672  1.2703
C  -2.4331  1.5274  1.1700
H  -4.4085  -0.3071  -1.8177
H  -3.0549  -0.9620  -0.8769
H  -2.8064  0.4320  -1.9321
H  -5.6670  2.3567  -1.1341
H  -4.0850  3.1390  -1.2651
H  -5.0497  3.3453  0.1978
H  -6.1299  0.0564  0.7169
H  -5.4717  0.8972  2.1250
H  -4.8245  -0.6810  1.6527
H  -2.7148  2.2465  1.9563
H  -1.6631  1.9910  0.5478

Output
2S+1   2
Charge   -1
Lowest unoccupied orbital energy (spin up / spin down)   2.6725 / 2.6718 eV
HOMO (spin up / spin down)   -3.2 / -3.3 eV
⟨S²⟩   0.780

Record 3
ORCA calculation (ωB97M-V/def2-TZVPD) on a cluster of 3 separate species, C4H16N2O2 in total in a non-equilibrium geometry.

Geometry (Å):
C  -0.1705  -1.7675  2.3540
C  -0.6684  -1.0062  1.1891
C  0.6116  -0.2189  0.6606
C  0.2518  2.0952  1.0019
N  0.3723  1.1566  0.1853
N  -1.0732  -2.8171  2.9238
H  0.8163  -2.3166  2.1362
H  0.0425  -1.1025  3.1719
H  -1.0935  -1.5730  0.2566
H  -1.5164  -0.3127  1.3953
H  1.6325  -0.0874  1.1843
H  0.6877  -1.0726  -0.1728
H  0.2094  2.1735  2.0896
H  0.2708  3.1300  0.6919
H  0.2025  1.4035  -0.9188
H  -0.9815  -3.7328  2.3663
H  -2.1344  -2.5765  2.7243
H  -0.7740  -3.0397  3.8185
H  1.8038  0.9471  -2.3660
H  0.4627  1.3701  -3.2347
O  0.8419  1.0011  -2.3673
H  -0.8511  1.6526  -5.1651
H  0.2905  2.2766  -5.0126
O  -0.1305  1.4823  -4.6280

Output
2S+1   1
Charge   +2
Energy relative to the best compared isomer or geometry (same formula, charge and spin)   74.72 kcal/mol
Lowest unoccupied orbital energy   -7.2263 eV
HOMO   -17.8 eV

Record 4
ORCA calculation (ωB97M-V/def2-TZVPD) on a structure of composition C50H57BrMoN2O2S3Si in a non-equilibrium geometry.

Geometry (Å):
Mo  -0.3642  1.9629  -0.6948
C  1.1026  3.6318  7.5467
C  0.8064  3.0411  6.2010
C  -0.4173  2.4275  5.9405
C  -0.6949  1.8855  4.6960
C  0.2894  1.9391  3.7134
C  1.5257  2.5535  3.9372
C  1.7651  3.1036  5.1771
S  -0.1329  1.1956  2.2068
O  0.4209  2.1986  1.0714
C  0.7402  -0.3174  1.9484
C  -0.1350  -1.4037  2.1368
C  0.3108  -2.6854  1.9309
C  1.6127  -2.9140  1.4534
C  2.0681  -4.2343  1.2062
C  3.3433  -4.4628  0.7481
C  4.2073  -3.3809  0.5243
C  3.7968  -2.0882  0.7698
C  2.4862  -1.8156  1.2388
C  2.0511  -0.4879  1.5348
C  3.1547  0.5269  1.5920
C  3.9636  0.4419  2.7744
C  3.5258  -0.2727  3.9260
C  4.3117  -0.3534  5.0594
C  5.5807  0.2575  5.0967
C  6.0349  0.9456  3.9946
C  5.2405  1.0550  2.8209
C  5.7358  1.7064  1.6717
C  4.9507  1.8171  0.5529
C  3.6396  1.2908  0.5489
S  2.8574  1.6836  -1.0015
O  1.4540  1.0068  -1.0709
C  2.4246  3.4007  -0.7198
C  1.1622  3.7652  -1.1969
C  0.7060  5.0707  -1.0702
C  1.4813  6.0381  -0.4308
C  0.9821  7.4442  -0.2647
C  2.7336  5.6514  0.0271
C  3.2142  4.3472  -0.1081
H  0.2116  3.6784  8.1682
H  1.5093  4.6380  7.4458
H  1.8469  3.0271  8.0683
H  -1.1705  2.3878  6.7164
H  -1.6583  1.4321  4.4980
H  2.2655  2.6176  3.1510
H  2.7092  3.5985  5.3708
H  -1.1565  -1.2244  2.4480
H  -0.3415  -3.5294  2.1175
H  1.3956  -5.0606  1.4013
H  3.6895  -5.4721  0.5703
H  5.2106  -3.5670  0.1648
H  4.4953  -1.2793  0.6004
H  2.5539  -0.7506  3.9306
H  3.9502  -0.8967  5.9226
H  6.1981  0.1796  5.9814
H  7.0150  1.4079  4.0053
H  6.7429  2.1045  1.6636
H  5.3593  2.2772  -0.3398
H  0.6585  3.1570  -1.9524
H  -0.2510  5.3410  -1.4840
H  0.3212  7.7224  -1.0850
H  1.8021  8.1593  -0.2385
H  0.4302  7.5429  0.6724
H  3.3746  6.3859  0.4995
H  4.1951  4.1197  0.2734
C  -1.3935  -6.0485  -3.1105
C  -1.3805  -4.7893  -2.1980
C  -1.6851  -5.2369  -0.7634
C  0.0215  -4.1539  -2.1958
Si  -2.6571  -3.6889  -2.9960
Br  -1.2383  -0.3002  -1.0822
C  -2.3397  -3.0341  -4.7047
C  -2.7855  -1.5724  -4.8896
C  -3.2479  -3.9702  -5.5594
C  -0.9015  -3.1466  -5.2262
C  -4.3397  -3.5424  -2.2275
C  -4.2934  -3.2370  -0.7177
C  -4.9165  -4.9742  -2.4468
C  -5.2917  -2.5323  -2.8827
H  -0.6241  -6.7350  -2.7459
H  -1.1637  -5.8386  -4.1542
H  -2.3437  -6.5851  -3.0666
H  -0.9003  -5.9362  -0.4597
H  -2.6316  -5.7632  -0.6591
H  -1.6787  -4.4012  -0.0605
H  0.7037  -4.8541  -1.7034
H  0.0515  -3.2179  -1.6290
H  0.4151  -3.9659  -3.1893
H  -3.8427  -1.4158  -4.7037
H  -2.5902  -1.2925  -5.9280
H  -2.2136  -0.8899  -4.2551
H  -4.3060  -3.8944  -5.3122
H  -2.9513  -5.0207  -5.5053
H  -3.1394  -3.6667  -6.6043
H  -0.2200  -2.4791  -4.6973
H  -0.9032  -2.8443  -6.2762
H  -0.4970  -4.1556  -5.1895
H  -3.8861  -4.0543  -0.1307
H  -5.3176  -3.0716  -0.3760
H  -3.7297  -2.3288  -0.4887
H  -4.3198  -5.7599  -1.9822
H  -5.0544  -5.2196  -3.5014
H  -5.9047  -5.0074  -1.9804
H  -4.9621  -1.5026  -2.7378
H  -6.2684  -2.6342  -2.4040
H  -5.4400  -2.7019  -3.9469
S  -2.4731  2.6676  -1.3681
C  -2.8832  4.3937  -1.4786
N  -3.7263  4.6956  -2.4994
C  -4.2847  5.9115  -2.6383
C  -3.9794  6.8789  -1.7140
C  -3.0934  6.5227  -0.7069
N  -2.5551  5.2999  -0.5919
H  -3.9605  3.9652  -3.1649
H  -4.9519  6.0497  -3.4786
H  -4.4132  7.8658  -1.7782
H  -2.8050  7.2443  0.0484

Output
2S+1   1
Charge   +4
Energy relative to the best compared isomer or geometry (same formula, charge and spin)   21.29 kcal/mol
Lowest unoccupied orbital energy (spin up / spin down)   -12.5804 / -12.5810 eV
HOMO (spin up / spin down)   -16.7 / -16.7 eV

Sequential energy output: -7246.73256, -82522.31217, -11464.11773, -172094.62824 eV